DFT (ωB97M-V/def2-TZVPD) results for the molecule C7H12ClNO in a non-equilibrium geometry.

Results
DFT total energy, Ha: -863.9780
LUMO, eV: 0.778

Structure (ORCA input):
```
! RIJCOSX wB97M-V def2-TZVPD def2/J DEFGRID3
* xyz 0 1
Cl 2.49 -0.73 0.30
O 0.10 2.67 -2.22
N -0.36 1.54 -1.68
C 0.28 0.47 -1.68
C -0.23 -0.75 -1.06
C 0.96 0.07 0.78
C 1.14 1.29 1.23
C -0.23 -2.09 1.11
C -0.23 -0.71 0.48
C -1.51 0.07 0.85
H -1.57 0.48 1.87
H 0.36 -1.49 -1.56
H -0.71 -2.87 0.46
H 0.30 2.04 1.45
H 2.14 1.71 1.44
H 0.87 -2.33 1.19
H 1.37 0.54 -2.03
H -1.39 -1.00 -1.23
H -1.59 1.00 0.14
H 1.08 2.59 -2.51
H -0.71 -2.12 2.03
H -2.56 -0.39 0.64
*
```



DFT (ωB97M-V/def2-TZVPD) results for a structure of composition C4H4O2 in a non-equilibrium geometry.

Results
DFT total energy, Ha: -305.2133
LUMO, eV: 0.747

Structure (ORCA input):
```
! RIJCOSX wB97M-V def2-TZVPD def2/J DEFGRID3
* xyz 0 1
O 1.82 2.18 -1.13
O 0.53 3.44 0.31
C -0.56 -0.02 0.43
C 0.49 0.88 -0.20
C 1.52 0.79 -1.07
C 0.85 2.46 -0.22
H -0.22 -1.07 0.17
H -0.52 0.22 1.45
H 2.00 0.06 -1.79
H -1.35 0.38 -0.16
*
```



DFT (ωB97M-V/def2-TZVPD) results for a structure of composition C17H31BN9O4SSeTl in a non-equilibrium geometry.

Results
DFT total energy, Ha: -4457.1578
LUMO, eV: 3.877

Structure (ORCA input):
```
! RIJCOSX wB97M-V def2-TZVPD def2/J DEFGRID3
* xyz -2 1
Tl 11.08 9.76 6.26
Se 10.54 6.82 5.41
S 14.43 9.77 7.50
O 10.14 8.22 4.52
O 9.18 6.13 5.94
O 11.39 7.46 6.80
O 11.47 5.78 4.64
N 16.32 11.61 7.90
N 10.32 12.49 9.73
N 16.81 9.79 6.50
N 11.95 13.05 6.85
N 8.75 9.15 6.92
N 9.27 12.63 6.38
N 11.47 13.89 7.83
N 8.99 13.20 7.63
N 10.51 11.20 9.24
C 18.06 10.29 6.01
C 7.65 13.34 7.81
C 13.75 13.06 5.12
C 13.03 13.67 6.27
C 15.95 10.44 7.29
C 13.28 14.88 6.97
C 10.76 10.41 10.30
C 10.85 11.23 11.47
C 8.08 12.43 5.77
C 7.03 13.80 9.11
C 7.02 12.87 6.62
C 11.08 8.97 10.13
C 12.27 14.99 7.94
C 10.57 12.55 11.08
C 10.55 13.84 11.84
C 12.20 16.01 9.09
C 7.96 11.76 4.45
B 10.12 13.59 8.58
H 8.21 12.44 3.66
H 15.72 11.90 8.68
H 18.76 10.41 6.83
H 5.94 12.85 6.41
H 16.43 8.93 6.15
H 8.35 9.41 7.84
H 12.97 15.68 9.79
H 8.70 8.15 6.66
H 5.96 13.59 9.16
H 17.92 11.20 5.42
H 9.52 14.15 11.94
H 14.48 12.34 5.50
H 8.32 9.72 6.22
H 9.76 14.55 9.19
H 11.11 10.91 12.49
H 18.49 9.56 5.35
H 10.37 8.47 9.46
H 6.92 11.38 4.28
H 13.07 12.51 4.49
H 8.67 10.88 4.46
H 10.94 13.60 12.84
H 14.25 13.84 4.50
H 14.06 15.60 6.78
H 17.24 12.03 7.87
H 7.17 14.91 9.21
H 11.15 14.65 11.36
H 11.11 8.50 11.12
H 12.46 17.00 8.73
H 7.53 13.31 9.97
H 11.21 16.10 9.50
H 12.04 8.79 9.59
*
```



DFT (ωB97M-V/def2-TZVPD) results for a cluster of 2 separate species, C7H16O in total in a non-equilibrium geometry.

Results
DFT total energy, Ha: -351.4987
LUMO, eV: 0.824

Structure (ORCA input):
```
! RIJCOSX wB97M-V def2-TZVPD def2/J DEFGRID3
* xyz 0 1
O 2.94 -0.36 0.27
C -0.44 0.63 -0.15
C -1.43 -1.66 0.26
C 1.12 -0.28 -2.01
C -1.02 -0.29 0.71
C -0.20 0.47 -1.65
C -1.29 -0.14 2.20
C 0.23 1.89 0.48
H 1.32 1.82 0.42
H -0.05 2.16 1.51
H -1.09 -0.03 -2.07
H 2.00 0.08 -1.45
H -2.28 -0.53 2.49
H 2.31 0.31 -0.11
H -1.31 -2.51 0.96
H -0.11 2.69 -0.20
H 1.28 -0.09 -3.08
H 1.02 -1.37 -1.86
H 2.36 -1.02 0.71
H -2.51 -1.53 0.05
H -1.22 0.91 2.52
H -0.51 -0.72 2.72
H -0.92 -1.91 -0.68
H -0.18 1.50 -2.05
*
```